Entry 1:
C26H27IN5O3PdS | wB97M-V/def2-TZVPD

Its charge is -1. The spin multiplicity is 1. For the gap between HOMO and LUMO, the calculation gives 5.71 eV. The calculation puts the LUMO energy at 0.0830 Ha.

Last column: Mulliken charge in e.
Atoms and positions in Å:
Pd (0.6610, -0.2430, 0.4589)  0.006
C (0.6610, -0.1578, 5.8815)  -0.886
N (0.3087, 0.8206, 4.8871)  0.211
C (0.1147, 2.1748, 5.0765)  -0.365
C (-0.0615, 2.7254, 3.8634)  -0.566
N (0.0098, 1.7199, 2.9157)  0.365
C (0.2370, 0.5205, 3.5522)  0.081
S (0.3227, -1.0421, 2.9781)  -0.432
C (0.2182, 1.9765, 1.5230)  0.448
C (1.1873, 2.8920, 1.1662)  -0.178
C (1.5091, 3.0327, -0.1910)  -0.920
C (0.8865, 2.2052, -1.0957)  -0.548
C (-0.1535, 1.3554, -0.6488)  0.335
N (-0.6079, 1.3406, 0.6529)  -0.678
H (0.7069, 0.3191, 6.8592)  0.315
H (1.6270, -0.6023, 5.6400)  0.322
H (-0.0746, -0.9625, 5.8866)  0.289
H (0.0869, 2.6207, 6.0544)  0.414
H (-0.2324, 3.7497, 3.5887)  0.500
H (1.7303, 3.4359, 1.9263)  0.421
H (2.2678, 3.7370, -0.5071)  0.383
H (1.1601, 2.2044, -2.1434)  0.379
H (-0.8396, 0.9487, -1.3837)  -0.267
I (9.8696, -1.1183, 0.1331)  -0.004
C (7.7676, -0.8578, 0.1347)  0.039
C (7.2434, 0.4231, 0.1474)  -0.436
C (5.8686, 0.5834, 0.2448)  -0.317
C (5.0240, -0.5188, 0.3075)  0.034
C (5.5761, -1.7923, 0.2375)  -0.340
C (6.9506, -1.9728, 0.1623)  -0.428
C (3.5293, -0.3494, 0.5566)  0.677
O (3.2462, 0.4334, 1.4756)  -0.557
O (2.7662, -1.0466, -0.1730)  -0.844
H (7.8876, 1.2906, 0.0960)  0.343
H (5.4415, 1.5772, 0.2901)  0.407
H (4.9115, -2.6465, 0.2594)  0.383
H (7.3670, -2.9708, 0.1339)  0.342
C (-5.1898, 1.4360, -3.6462)  -1.076
C (-5.1052, -0.0600, -3.9399)  -0.903
N (-4.1761, -0.7459, -3.0506)  0.225
C (-2.8646, -1.0778, -3.6010)  -0.523
C (-2.0842, 0.1361, -4.1044)  -1.188
C (-4.6798, -1.1988, -1.8615)  0.462
O (-5.8674, -1.0840, -1.5886)  -0.657
C (-3.7137, -1.8165, -0.8987)  0.056
C (-3.8950, -3.1000, -0.4060)  -0.430
C (-2.9130, -3.6390, 0.4107)  -0.852
C (-1.7681, -2.8964, 0.6619)  -0.287
N (-1.6272, -1.6358, 0.2647)  0.175
C (-2.6011, -1.1010, -0.4526)  -0.533
H (-5.8736, 1.9233, -4.3432)  0.384
H (-4.2124, 1.9070, -3.7307)  0.263
H (-5.5599, 1.5844, -2.6324)  0.303
H (-4.7855, -0.2378, -4.9684)  0.397
H (-6.0922, -0.5010, -3.7996)  0.454
H (-3.0021, -1.7845, -4.4293)  0.305
H (-2.2773, -1.5747, -2.8391)  0.477
H (-2.4497, 0.4799, -5.0729)  0.379
H (-1.0313, -0.1271, -4.2051)  0.418
H (-2.1513, 0.9581, -3.3933)  0.224
H (-4.7885, -3.6567, -0.6600)  0.474
H (-3.0236, -4.6358, 0.8170)  0.366
H (-0.9357, -3.3093, 1.2207)  0.404
H (-2.5060, -0.0484, -0.6981)  0.758


Entry 2:
C26H27LaN3O3 | wB97M-V/def2-TZVPD

Its charge is -1. The spin multiplicity is 1. For the gap between HOMO and LUMO, the calculation gives 5.64 eV. The calculation puts the LUMO energy at 0.0791 Ha.

Last column: Mulliken charge in e.
Atoms and positions in Å:
La (0.1557, -0.1525, -0.3342)  1.523
O (2.2833, 1.9633, 4.8896)  -0.682
C (1.8468, 3.0774, 4.2775)  0.354
C (1.9841, 4.2898, 4.9540)  -0.704
C (1.5725, 5.4691, 4.3664)  -0.287
C (1.0133, 5.4685, 3.0910)  -0.761
C (0.8729, 4.2660, 2.4231)  -0.605
C (1.2773, 3.0588, 2.9930)  0.408
C (1.0682, 1.8016, 2.2101)  0.886
O (0.5583, 1.9205, 1.0389)  -0.928
N (1.4327, 0.6944, 2.8211)  -0.594
N (1.2229, -0.4712, 2.0724)  -0.232
C (1.6245, -1.5297, 2.6718)  -0.095
C (1.5838, -2.8981, 2.1626)  0.422
C (1.9763, -3.8983, 3.0623)  -0.631
C (1.9963, -5.2335, 2.7185)  -0.652
C (1.6182, -5.5885, 1.4211)  -0.506
C (1.2393, -4.6299, 0.5074)  -0.284
C (1.2061, -3.2611, 0.8431)  0.084
O (0.8392, -2.3830, -0.0472)  -0.596
H (2.1379, 1.2127, 4.2500)  0.574
H (2.4245, 4.2739, 5.9424)  0.395
H (1.6878, 6.4013, 4.9063)  0.356
H (0.6897, 6.3906, 2.6280)  0.400
H (0.4368, 4.2230, 1.4349)  0.433
H (2.0494, -1.4127, 3.6726)  0.279
H (2.2728, -3.5944, 4.0611)  0.319
H (2.2952, -5.9858, 3.4352)  0.373
H (1.6256, -6.6303, 1.1220)  0.385
H (0.9461, -4.8965, -0.5002)  0.325
C (-2.5875, 2.7904, -2.2743)  -1.257
C (-2.2626, 2.2534, -3.6690)  0.575
C (-0.8271, 2.5948, -4.0647)  -1.440
C (-2.5831, 0.7803, -3.8250)  0.831
C (-3.5764, 0.4195, -4.7255)  -0.772
C (-3.9385, -0.9034, -4.9398)  -1.148
C (-3.2610, -1.8868, -4.2282)  -0.476
C (-2.2532, -1.5696, -3.3287)  0.558
C (-1.4893, -2.6684, -2.6218)  1.752
C (-2.2571, -3.9752, -2.4366)  -1.893
C (-0.1627, -2.9343, -3.3363)  -1.243
C (-1.8864, -0.2098, -3.0851)  -0.206
N (-0.9241, 0.0820, -2.1561)  -0.813
H (-2.4487, 3.8749, -2.2417)  0.440
H (-1.9383, 2.3328, -1.5266)  0.028
H (-3.6237, 2.5740, -2.0058)  0.337
H (-2.9255, 2.7788, -4.3690)  0.351
H (-0.1280, 2.0739, -3.4103)  0.134
H (-0.6519, 3.6715, -3.9889)  0.439
H (-0.6223, 2.2854, -5.0920)  0.343
H (-4.0860, 1.2077, -5.2734)  0.290
H (-4.7185, -1.1618, -5.6442)  0.346
H (-3.5316, -2.9248, -4.3809)  0.197
H (-1.2346, -2.3123, -1.6172)  -0.415
H (-2.4280, -4.4893, -3.3863)  0.361
H (-3.2303, -3.8070, -1.9703)  0.417
H (-1.6857, -4.6561, -1.8018)  0.401
H (-0.3591, -3.3452, -4.3311)  0.375
H (0.4612, -3.6380, -2.7811)  0.190
H (0.3915, -2.0025, -3.4599)  0.340


Entry 3:
C26H28BHgN9S | wB97M-V/def2-TZVPD

The spin multiplicity is 1. For the gap between HOMO and LUMO, the calculation gives 7.17 eV. The calculation puts the LUMO energy at -0.0064 Ha.

Last column: Mulliken charge in e.
Atoms and positions in Å:
Hg (-0.0002, -0.9937, -0.2155)  2.108
C (3.6328, -1.0342, -0.0254)  -1.192
C (2.9628, 0.1456, 0.5973)  0.505
C (3.4633, 1.0971, 1.4937)  -1.488
C (2.3957, 1.9235, 1.7648)  -0.105
N (1.3232, 1.4870, 1.0779)  1.186
N (1.6884, 0.4032, 0.3493)  -0.836
B (0.0006, 2.2960, 0.8211)  -0.570
N (-1.3224, 1.4872, 1.0778)  1.198
C (-2.3943, 1.9240, 1.7654)  -0.098
C (-3.4621, 1.0978, 1.4951)  -1.486
C (-2.9627, 0.1462, 0.5984)  0.503
C (-3.6335, -1.0335, -0.0238)  -1.187
N (-1.6883, 0.4034, 0.3495)  -0.842
N (0.0012, 2.7197, -0.6871)  0.847
C (0.0045, 3.9133, -1.3242)  0.241
C (0.0041, 3.6881, -2.6782)  -1.724
C (0.0006, 2.2889, -2.7970)  0.708
C (-0.0011, 1.4669, -4.0490)  -1.199
N (-0.0010, 1.7170, -1.6053)  -0.254
N (-0.0001, 3.4219, 1.8667)  1.026
C (-0.0053, 4.7770, 1.8484)  -0.264
C (-0.0058, 5.2257, 3.1435)  -1.056
C (-0.0007, 4.0532, 3.9254)  0.614
C (0.0008, 3.9283, 5.4176)  -1.333
N (0.0025, 2.9790, 3.1574)  -1.053
H (4.6851, -1.0662, 0.2511)  0.373
H (3.5645, -0.9915, -1.1138)  0.252
H (3.1642, -1.9619, 0.3113)  0.190
H (4.4632, 1.1700, 1.8858)  0.411
H (2.3316, 2.7819, 2.4099)  0.447
H (-2.3298, 2.7825, 2.4104)  0.437
H (-4.4619, 1.1712, 1.8878)  0.416
H (-4.6856, -1.0649, 0.2532)  0.374
H (-3.1651, -1.9613, 0.3130)  0.188
H (-3.5655, -0.9911, -1.1122)  0.251
H (0.0076, 4.8456, -0.8027)  0.240
H (0.0062, 4.4221, -3.4665)  0.433
H (-0.0001, 2.1121, -4.9265)  0.396
H (-0.8850, 0.8290, -4.1003)  0.223
H (0.8804, 0.8259, -4.1007)  0.222
H (-0.0091, 5.3466, 0.9443)  0.234
H (-0.0092, 6.2481, 3.4828)  0.439
H (0.0000, 4.9120, 5.8850)  0.375
H (0.8808, 3.3840, 5.7607)  0.281
H (-0.8775, 3.3821, 5.7622)  0.281
C (0.0002, -1.5916, -3.4788)  -0.730
C (0.0001, -2.9282, -2.7959)  0.592
C (0.0001, -4.1295, -3.5291)  -1.003
C (0.0001, -5.3072, -2.8492)  -0.681
C (0.0001, -5.3284, -1.4364)  1.270
C (0.0001, -6.5496, -0.7300)  -0.912
C (0.0001, -6.5243, 0.6308)  -0.664
C (0.0000, -5.3037, 1.3289)  -0.512
C (0.0000, -4.0696, 0.7062)  0.318
S (-0.0002, -2.6230, 1.7070)  -0.568
C (0.0000, -4.0925, -0.7458)  -0.319
N (0.0001, -2.9336, -1.4820)  -0.138
H (0.0001, -1.6931, -4.5624)  0.385
H (0.8809, -1.0177, -3.1845)  0.089
H (-0.8805, -1.0176, -3.1844)  0.089
H (0.0002, -4.0980, -4.6096)  0.465
H (0.0002, -6.2509, -3.3828)  0.410
H (0.0001, -7.4812, -1.2818)  0.357
H (0.0001, -7.4516, 1.1902)  0.368
H (0.0000, -5.3134, 2.4112)  0.471


Entry 4:
C26H28BN10O4PdSSe | wB97M-V/def2-TZVPD

Its charge is +2. The spin multiplicity is 2. For the gap between HOMO and LUMO (alpha / beta), the calculation gives 7.40 / 4.21 eV. The calculation puts the LUMO energy (alpha / beta) at -0.2255 / -0.3427 Ha.

Last column: Mulliken charge in e.
Atoms and positions in Å:
Pd (-0.6891, 0.2983, 0.9574)  0.795
C (3.5009, 2.2225, -0.9831)  -1.534
C (2.0486, 1.7481, -0.9047)  1.249
C (1.1241, 2.6867, -1.6200)  -1.545
C (0.4712, 3.3669, -0.6919)  -0.330
N (0.8348, 2.8095, 0.5841)  2.346
N (1.6532, 1.8855, 0.5143)  -1.131
B (0.0190, 3.1269, 1.9657)  -0.144
N (-1.4483, 3.0070, 1.5150)  1.188
C (-2.4067, 3.9465, 1.4061)  0.050
C (-3.5325, 3.3596, 0.8748)  -1.442
C (-3.2019, 2.0123, 0.6751)  0.282
C (-4.0229, 0.8931, 0.1374)  -1.295
N (-1.9431, 1.8284, 1.0653)  -0.592
N (0.3349, 2.0266, 2.9771)  0.780
C (1.0255, 2.0735, 4.1302)  -0.085
C (0.9975, 0.8235, 4.7080)  -1.409
C (0.2741, 0.0128, 3.8246)  0.575
C (-0.0482, -1.4381, 3.9008)  -1.364
N (-0.1281, 0.7606, 2.8003)  -0.419
N (0.3987, 4.4899, 2.3943)  0.684
C (0.0228, 5.2079, 3.4880)  -0.424
C (0.5228, 6.4701, 3.3395)  -1.115
C (1.2080, 6.4554, 2.0994)  0.625
C (1.9689, 7.5664, 1.4568)  -1.267
N (1.1223, 5.2651, 1.5339)  -0.961
H (3.8248, 2.1777, -2.0206)  0.425
H (3.5791, 3.2478, -0.6215)  0.372
H (4.1177, 1.5655, -0.3749)  0.426
H (1.1014, 2.8246, -2.6886)  0.580
H (-0.2189, 4.1913, -0.7306)  0.697
H (-2.2125, 4.9621, 1.7114)  0.515
H (-4.4771, 3.8304, 0.6664)  0.477
H (-4.9336, 1.2774, -0.3150)  0.399
H (-3.4662, 0.3354, -0.6168)  0.233
H (-4.3037, 0.2047, 0.9356)  0.274
H (1.4745, 2.9944, 4.4630)  0.621
H (1.4384, 0.5269, 5.6433)  0.464
H (0.3238, -1.8603, 4.8307)  0.403
H (-1.1261, -1.5964, 3.8561)  0.321
H (0.4137, -1.9712, 3.0685)  0.142
H (-0.5699, 4.7691, 4.2756)  0.625
H (0.4213, 7.2962, 4.0222)  0.450
H (1.5525, 8.5321, 1.7367)  0.368
H (3.0125, 7.5498, 1.7734)  0.246
H (1.9430, 7.4742, 0.3727)  0.351
O (0.8180, -1.1182, 0.5659)  -0.482
Se (0.7754, -0.7724, -1.0541)  1.293
O (1.1064, -1.9195, -2.0861)  -0.578
O (-0.6691, 0.0295, -1.1587)  -0.613
O (2.0483, 0.3984, -1.3424)  -0.467
S (0.0442, -7.4370, -2.2581)  -0.064
C (-0.4075, -5.8581, -1.6770)  0.894
C (0.2006, -5.4243, -0.5003)  -0.795
C (-0.1867, -4.1909, -0.0016)  -0.176
N (-1.1239, -3.4357, -0.5684)  -0.265
C (-1.7228, -3.8831, -1.6691)  -0.484
C (-1.4050, -5.0878, -2.2743)  -0.451
C (0.0792, -7.3535, -3.9691)  0.870
C (0.2614, -6.1720, -4.7074)  -0.384
C (0.3274, -6.2908, -6.0815)  -0.469
N (0.2260, -7.4568, -6.7245)  -0.449
C (0.0655, -8.5744, -6.0187)  -0.370
C (-0.0022, -8.5882, -4.6367)  -0.476
H (0.9645, -6.0076, -0.0041)  0.414
H (0.2910, -3.7863, 0.8822)  0.322
H (-2.4903, -3.2490, -2.0957)  0.405
H (-1.9349, -5.4187, -3.1562)  0.544
H (0.3901, -5.2133, -4.2264)  0.679
H (0.4801, -5.4145, -6.6989)  0.386
H (-0.0077, -9.4966, -6.5810)  0.389
H (-0.1287, -9.5161, -4.0942)  0.414